# 1
{"formula": "C38H115N7O16", "method": "wB97M-V/def2-TZVPD", "elements": ["O", "H", "H", "O", "H", "H", "O", "H", "H", "O", "H", "H", "C", "C", "O", "H", "H", "H", "H", "H", "H", "C", "C", "O", "H", "H", "H", "H", "H", "H", "C", "C", "O", "H", "H", "H", "H", "H", "H", "C", "C", "O", "H", "H", "H", "H", "H", "H", "C", "C", "O", "H", "H", "H", "H", "H", "H", "C", "C", "C", "O", "C", "N", "H", "H", "H", "H", "H", "H", "H", "H", "H", "H", "H", "C", "C", "C", "O", "C", "N", "H", "H", "H", "H", "H", "H", "H", "H", "H", "H", "H", "C", "C", "C", "O", "C", "N", "H", "H", "H", "H", "H", "H", "H", "H", "H", "H", "H", "C", "C", "C", "O", "C", "N", "H", "H", "H", "H", "H", "H", "H", "H", "H", "H", "H", "C", "C", "C", "O", "C", "N", "H", "H", "H", "H", "H", "H", "H", "H", "H", "H", "H", "C", "C", "C", "O", "C", "N", "H", "H", "H", "H", "H", "H", "H", "H", "H", "H", "H", "C", "C", "C", "O", "C", "N", "H", "H", "H", "H", "H", "H", "H", "H", "H", "H", "H"], "xyz": [[22.600, -19.568, 7.227], [21.919, -19.336, 7.882], [22.159, -20.188, 6.620], [21.697, -13.987, 9.542], [22.262, -14.715, 9.196], [21.096, -13.746, 8.814], [23.787, -14.148, 12.427], [22.915, -13.765, 12.589], [24.383, -13.665, 13.013], [22.795, -20.242, 3.856], [23.440, -20.405, 3.132], [22.443, -19.348, 3.699], [18.213, -14.943, 8.959], [18.425, -13.439, 9.060], [19.275, -13.057, 7.926], [17.214, -15.159, 8.586], [18.289, -15.383, 9.955], [19.005, -15.366, 8.348], [19.061, -13.130, 9.905], [17.486, -12.879, 9.121], [19.495, -12.122, 8.025], [18.907, -18.494, 7.569], [18.592, -19.493, 8.681], [19.935, -19.825, 9.131], [17.989, -18.092, 7.132], [19.485, -19.009, 6.809], [19.444, -17.668, 8.031], [18.135, -20.425, 8.342], [18.028, -19.095, 9.526], [20.069, -20.749, 9.356], [20.931, -17.411, 11.952], [19.432, -17.645, 12.027], [19.024, -18.257, 13.245], [21.193, -16.563, 12.581], [21.321, -17.273, 10.941], [21.428, -18.340, 12.242], [19.160, -18.408, 11.296], [18.846, -16.764, 11.760], [18.908, -17.544, 13.885], [24.210, -20.109, 10.465], [25.341, -20.152, 9.428], [24.902, -20.832, 8.239], [23.274, -19.791, 10.005], [24.514, -19.385, 11.226], [24.072, -21.142, 10.779], [26.131, -20.772, 9.855], [25.714, -19.153, 9.170], [24.170, -20.306, 7.851], [20.299, -15.682, 2.531], [20.691, -17.129, 2.292], [21.169, -17.770, 3.482], [19.810, -15.320, 1.617], [21.159, -15.011, 2.644], [19.685, -15.511, 3.415], [21.482, -17.124, 1.527], [19.884, -17.733, 1.881], [22.012, -17.334, 3.723], [21.663, -11.770, 5.037], [21.251, -11.237, 3.664], [20.905, -12.333, 2.675], [20.698, -11.770, 1.396], [20.053, -12.648, 0.542], [20.209, -10.226, 3.799], [20.848, -12.471, 5.298], [21.641, -11.013, 5.817], [22.594, -12.324, 5.132], [22.170, -10.738, 3.329], [19.950, -12.764, 3.017], [21.702, -13.083, 2.622], [20.565, -13.608, 0.372], [20.080, -12.257, -0.485], [18.993, -12.794, 0.768], [19.326, -10.713, 3.977], [20.040, -9.803, 2.888], [25.409, -14.497, 0.775], [25.861, -14.398, 2.232], [25.454, -13.084, 2.872], [25.929, -12.053, 2.068], [25.742, -10.786, 2.653], [25.365, -15.525, 3.004], [25.762, -15.418, 0.313], [25.725, -13.650, 0.158], [24.315, -14.433, 0.731], [26.953, -14.445, 2.306], [25.846, -13.005, 3.894], [24.364, -13.138, 3.057], [26.149, -10.719, 3.666], [24.671, -10.531, 2.637], [26.180, -9.996, 2.040], [25.522, -16.404, 2.537], [24.449, -15.589, 3.426], [21.826, -15.514, 6.260], [23.175, -16.218, 6.382], [23.755, -16.565, 7.746], [23.908, -15.409, 8.532], [24.581, -15.665, 9.757], [23.215, -17.395, 5.461], [21.869, -14.566, 6.797], [20.997, -16.178, 6.522], [21.667, -15.296, 5.203], [23.879, -15.534, 5.885], [24.746, -16.989, 7.521], [23.178, -17.346, 8.255], [23.968, -16.337, 10.368], [24.607, -14.712, 10.281], [25.607, -16.027, 9.648], [24.065, -17.874, 5.786], [22.565, -18.149, 5.703], [27.037, -18.773, 12.505], [28.304, -18.357, 13.254], [28.754, -19.442, 14.207], [29.720, -18.876, 15.091], [29.924, -19.596, 16.271], [29.326, -18.021, 12.224], [26.302, -19.031, 13.280], [27.100, -19.605, 11.805], [26.661, -17.941, 11.904], [28.079, -17.430, 13.793], [29.127, -20.328, 13.676], [27.889, -19.741, 14.823], [30.194, -20.652, 16.089], [29.077, -19.604, 16.965], [30.829, -19.213, 16.749], [30.269, -17.978, 12.610], [29.142, -17.064, 11.936], [24.724, -11.016, 7.118], [24.586, -11.407, 8.569], [25.459, -10.573, 9.513], [24.884, -9.331, 9.768], [25.772, -8.439, 10.397], [23.193, -11.411, 8.994], [25.750, -10.794, 6.795], [24.163, -10.098, 6.916], [24.413, -11.755, 6.376], [25.044, -12.410, 8.659], [26.449, -10.498, 9.049], [25.540, -11.141, 10.448], [25.193, -7.596, 10.764], [26.542, -8.082, 9.694], [26.340, -8.912, 11.213], [23.102, -11.000, 9.918], [22.795, -12.340, 9.089], [29.883, -14.840, 9.531], [29.713, -13.646, 8.598], [28.245, -13.422, 8.189], [27.845, -14.493, 7.379], [26.545, -14.281, 6.872], [30.294, -12.469, 9.249], [30.758, -14.712, 10.177], [30.208, -15.737, 8.989], [29.050, -15.145, 10.161], [30.244, -13.783, 7.653], [28.303, -12.527, 7.547], [27.596, -13.209, 9.046], [26.549, -13.382, 6.235], [25.757, -14.218, 7.622], [26.329, -15.066, 6.142], [29.852, -12.265, 10.146], [30.079, -11.620, 8.714], [26.392, -19.093, 3.643], [25.898, -19.190, 2.196], [27.079, -19.139, 1.222], [26.635, -19.586, -0.039], [27.629, -20.176, -0.821], [25.148, -20.421, 2.110], [25.573, -18.861, 4.330], [27.134, -18.321, 3.860], [26.747, -20.064, 3.998], [25.288, -18.296, 2.055], [27.877, -19.800, 1.586], [27.456, -18.112, 1.156], [28.562, -19.611, -0.935], [27.290, -20.471, -1.813], [27.936, -21.138, -0.363], [25.101, -20.768, 1.148], [25.666, -21.217, 2.496]], "forces_ev_per_a": [[-0.7119, -0.2683, 0.0342], [0.0172, -0.2283, -0.1024], [0.3138, 0.1513, 0.1358], [-0.0815, -0.4084, -0.2758], [-0.2249, 0.6519, 0.0717], [0.0530, -0.1989, 0.1815], [-0.0160, 0.2042, 0.2697], [0.1504, -0.0744, -0.1514], [-0.1381, -0.0901, -0.0773], [0.0562, 0.2111, -0.1275], [-0.1144, 0.2193, 0.4304], [-0.0573, -0.4992, -0.1510], [-0.1419, 0.5075, 0.7685], [1.5825, 0.4223, -0.1569], [-0.7323, 0.0843, 0.0966], [0.1454, -0.2054, -0.3185], [-0.0268, -0.0675, -0.0570], [-0.1151, -0.0984, -0.1729], [-0.6028, -0.5167, 0.3207], [0.1247, -0.0061, -0.3600], [-0.0553, -0.0912, -0.1039], [-1.3598, -0.2113, 0.5360], [1.5575, -0.5057, -0.2439], [0.3192, 0.1434, 0.3210], [0.1136, -0.0021, -0.1026], [0.1371, 0.2099, -0.1249], [0.2455, 0.0201, -0.2039], [-0.3012, 0.2672, -0.2071], [-0.0797, 0.1483, -0.1655], [-0.4390, -0.0301, 0.0672], [-0.0559, -0.3600, -0.0407], [0.0313, -1.1214, -1.0728], [-0.0766, 0.8715, 0.4015], [0.4306, -0.0982, 0.0537], [-0.4480, 0.4766, -0.1069], [0.0193, 0.1943, 0.5425], [0.1302, 0.1206, -0.2544], [-0.0118, 0.2050, 0.3383], [0.0389, -0.2842, 0.1243], [0.6253, 0.2357, -0.8031], [-0.9399, -0.5726, -0.5925], [0.1285, 0.5245, 0.2565], [-0.0085, 0.2206, 0.0027], [-0.3544, -0.4580, 0.3945], [-0.1016, 0.2007, 0.6063], [0.2694, 0.2722, -0.2272], [0.0852, -0.0806, 0.1729], [0.3740, -0.3991, 0.2597], [0.0950, 0.3140, -0.4700], [0.6884, 0.1181, 0.1970], [0.2815, 0.4072, -0.4259], [-0.2511, 0.0123, 0.3425], [0.1090, -0.5048, 0.0557], [-0.2948, -0.2695, -0.1253], [-0.0752, -0.1574, 0.0568], [-0.1630, 0.0441, 0.2888], [-0.3457, -0.1803, 0.2730], [-1.8164, -0.9563, 0.3560], [1.7773, 0.6857, 0.1657], [-0.2206, 0.3816, 0.3219], [0.3089, 0.2614, 0.2742], [-0.1188, -0.3400, -1.9424], [-0.5805, -0.2260, -0.2790], [0.3125, -0.0665, 0.3871], [0.1323, 0.2975, -0.2326], [0.1319, 0.0375, -0.5105], [-0.3152, 0.2296, -0.5224], [0.2092, -0.4058, 0.0172], [-0.1214, -0.0654, 0.0998], [-0.0471, -0.0330, 0.7540], [-0.0601, 0.5102, 0.3301], [0.0551, -0.1944, 0.3767], [0.1800, 0.1394, 0.2720], [0.2461, 0.0104, 0.0954], [-0.2077, 0.8488, -0.1729], [-0.2374, -0.2957, -0.1085], [-0.2248, -0.9210, 0.6638], [0.0294, 0.5193, -0.0147], [-0.7763, 0.5599, -0.3987], [0.4827, -0.7226, 0.7404], [-0.1042, -0.0923, 0.0230], [0.3614, -0.1329, 0.1739], [-0.0056, -0.3882, 0.1020], [-0.0011, 0.0026, -0.2643], [0.3843, -0.0708, -0.0283], [-0.1775, 0.6043, -0.6024], [-0.0530, -0.1176, 0.0470], [0.0455, -0.1589, 0.4663], [0.4169, -0.3967, -0.1051], [0.1513, 0.0254, -0.0514], [-0.1852, 0.7454, -0.2891], [0.4009, -0.4561, 0.0129], [-0.2639, 0.0288, -1.5315], [0.1136, -0.1389, -0.5872], [0.0022, -0.1378, -0.0092], [-0.4553, 0.5443, 0.3737], [0.7961, -0.3315, 0.8198], [-0.4362, -0.1274, 0.1328], [-0.0310, 0.2600, 0.4705], [0.0805, 0.1516, -0.0336], [0.1405, 0.0762, 0.4758], [0.0367, -0.0814, 0.2646], [-0.1331, 0.1295, 0.1467], [0.2711, -0.1952, 0.0305], [0.0449, -0.0258, 0.0387], [-0.1162, -0.2132, -0.3346], [0.0620, 0.0561, -0.8636], [-0.3224, 0.7829, 0.2071], [-0.5239, 0.2022, 0.5947], [0.3292, 0.0703, -1.5327], [-0.2599, 0.5524, 0.7856], [0.0130, -0.0186, -0.4130], [0.8651, -1.0016, 0.1069], [0.2480, -0.0102, 0.3845], [-0.2418, 0.1072, -0.3757], [0.5732, -0.1745, 0.2276], [-0.0479, 0.0730, 0.2038], [-0.1407, -0.3558, 0.5117], [0.1353, 0.1501, 0.0429], [0.0425, -0.0894, -0.2571], [-0.3142, 0.1057, -0.2501], [-0.0780, 0.3073, -0.1239], [-0.3198, 0.3892, 0.1278], [-0.2718, -0.1630, 0.2007], [-0.0017, -0.1166, -0.2478], [0.2606, 1.0074, -1.0864], [0.5295, -0.6818, 0.2416], [-0.2949, -0.8286, -0.4834], [-0.0707, 0.5592, 0.0338], [0.4785, -0.0406, -0.1934], [-0.2844, 0.0531, 0.3394], [0.1312, -0.0689, 0.4740], [-0.0966, -0.1278, 0.0663], [-0.3995, -0.2332, 0.4311], [-0.2468, 0.0640, 0.0746], [0.1381, 0.1965, 0.1257], [0.2035, 0.0449, 0.1811], [0.0439, 0.0079, 0.0637], [-0.2231, 0.0462, -0.0365], [-0.3531, -0.0141, 0.1182], [0.0485, 0.1734, -0.1647], [0.2319, -0.0865, -0.1475], [1.3908, -1.0452, -0.2634], [-0.7954, 0.0546, 0.7642], [1.4332, 0.4436, -0.7360], [-0.6137, -0.2694, 0.6000], [0.2455, 0.0223, -1.3545], [-0.3680, 1.0187, -0.0645], [-0.2034, 0.4710, 0.1206], [-0.5515, 0.0659, -0.2074], [-0.3644, 0.3938, -0.1462], [0.1457, -0.2184, 0.1869], [-0.4626, 0.2175, 0.1715], [-0.1462, -0.2612, 0.0619], [-0.1437, 0.2393, 0.3810], [0.1094, -0.0309, 0.1314], [-0.0174, -0.2707, 0.3873], [0.0806, -0.4813, -0.0439], [0.2711, -0.3921, -0.0771], [-0.2463, 0.0747, 0.7278], [1.1783, 0.1595, 1.0112], [-0.1992, -0.1744, 0.1696], [-0.2859, 0.4050, -0.5597], [0.9787, -1.3936, 0.1823], [-0.4166, -1.3971, -0.9675], [-0.2164, -0.0295, -0.3017], [0.1829, -0.0734, -0.4232], [0.3528, 0.0679, -0.1833], [-0.5252, -0.3709, -0.4924], [0.0287, 0.0478, 0.0391], [0.1772, -0.0329, 0.0038], [-0.2802, 0.4172, 0.0864], [-0.4913, 0.4947, 0.0429], [0.0045, 0.2368, 0.0449], [-0.3736, 0.8208, -0.0874], [0.0576, 0.6241, 0.6355]], "lowdin_charge": [-0.062, 0.040, 0.081, -0.079, 0.023, 0.008, -0.058, 0.043, 0.041, -0.097, -0.003, -0.013, -0.068, -0.269, -0.126, 0.076, 0.059, 0.055, 0.105, 0.109, 0.087, -0.076, -0.262, -0.125, 0.081, 0.073, 0.053, 0.113, 0.096, 0.088, -0.071, -0.323, -0.072, 0.069, 0.060, 0.076, 0.082, 0.097, 0.083, -0.079, -0.311, -0.109, 0.051, 0.056, 0.079, 0.101, 0.100, 0.029, -0.097, -0.287, -0.121, 0.066, 0.043, 0.082, 0.114, 0.113, 0.041, -0.060, -0.447, -0.221, -0.167, -0.146, 0.048, 0.073, 0.076, 0.053, 0.128, 0.128, 0.108, 0.080, 0.090, 0.095, 0.078, 0.073, -0.050, -0.424, -0.234, -0.167, -0.095, 0.057, 0.070, 0.074, 0.077, 0.140, 0.111, 0.121, 0.085, 0.083, 0.089, 0.032, 0.058, -0.024, -0.385, -0.196, -0.234, -0.086, 0.047, 0.066, 0.078, 0.060, 0.118, 0.130, 0.120, 0.091, 0.067, 0.094, 0.064, 0.048, -0.078, -0.425, -0.200, -0.191, -0.135, 0.038, 0.080, 0.069, 0.069, 0.136, 0.138, 0.124, 0.089, 0.087, 0.087, 0.069, 0.053, -0.073, -0.427, -0.236, -0.176, -0.110, 0.072, 0.069, 0.084, 0.049, 0.111, 0.119, 0.125, 0.087, 0.090, 0.087, 0.069, 0.029, -0.065, -0.424, -0.234, -0.164, -0.101, 0.021, 0.073, 0.080, 0.064, 0.140, 0.120, 0.125, 0.077, 0.064, 0.086, 0.072, 0.069, -0.058, -0.423, -0.199, -0.194, -0.128, 0.035, 0.058, 0.082, 0.083, 0.116, 0.128, 0.129, 0.089, 0.086, 0.091, 0.090, 0.099], "e_above_lowest_ev": 0.687, "max_force_ev_per_a": 2.08, "lumo_energy_ev": 0.25, "energy_ev": -84456.4761}

***

# 2
{"formula": "C4H14NS3", "method": "wB97M-V/def2-TZVPD", "elements": ["C", "C", "S", "S", "H", "H", "H", "H", "H", "H", "C", "C", "S", "N", "H", "H", "H", "H", "H", "H", "H", "H"], "xyz": [[-1.871, -0.524, -2.309], [-0.992, 0.730, -2.290], [0.751, 0.232, -1.997], [1.625, 1.901, -1.050], [-1.956, -0.980, -1.301], [-1.649, -1.195, -3.133], [-2.911, -0.197, -2.560], [-1.203, 1.329, -1.416], [-1.194, 1.296, -3.209], [1.833, 2.681, -2.134], [0.103, -0.477, 1.427], [0.773, -0.261, 2.791], [-0.016, 1.143, 3.677], [0.991, -1.364, 0.609], [0.007, 0.460, 0.848], [-0.819, -1.047, 1.616], [1.861, -0.023, 2.785], [0.614, -1.126, 3.455], [0.478, 2.157, 2.954], [0.538, -1.529, -0.273], [1.148, -2.287, 1.107], [1.889, -0.919, 0.402]], "forces_ev_per_a": [[-1.3799, 0.8284, 0.2285], [-0.2355, -0.5520, 0.2196], [0.2048, 0.9502, -0.6061], [-0.5033, -0.5362, -0.4411], [0.3020, -0.1634, -0.7460], [0.4518, -0.3918, 0.2916], [0.6975, -0.0927, 0.3308], [-0.3997, 0.3443, 0.0022], [0.7238, -0.0127, 0.2752], [0.0529, -0.2330, 0.1234], [0.7668, 0.0966, 0.8901], [0.1832, 1.0309, 0.5141], [-0.2314, -0.3962, 0.1272], [0.2750, -1.6219, 1.2870], [-0.3509, -0.5828, 0.4225], [0.0511, 0.6278, -0.5111], [-0.6634, -0.4173, -0.4496], [0.1205, 0.2574, -0.2871], [0.1447, -0.1529, -0.1604], [-0.1075, -0.1599, -0.8774], [-0.0309, 1.2711, -0.7188], [-0.0715, -0.0940, 0.0854]], "lowdin_charge": [-0.174, -0.570, 0.454, 0.347, 0.068, 0.073, 0.095, 0.046, 0.089, -0.165, -0.245, -0.546, 0.742, 0.122, 0.081, 0.140, 0.088, 0.081, -0.135, 0.066, 0.202, 0.139], "e_above_lowest_ev": 0.602, "charge": 1, "max_force_ev_per_a": 2.09, "lumo_energy_ev": -3.38, "energy_ev": -38364.1981}